Below is an isolated molecule of C2H7NO at a distorted geometry, with properties calculated with the ωB97M-V functional and the def2-TZVPD basis.

Bonds (Å) are listed after each position.
Atoms and positions in Å:
1 C -1.41 0.04 -0.61  N2 1.400, H5 1.257, H6 1.208, H7 1.186
2 N -0.65 -0.20 0.54  C1 1.400, C3 1.491, H8 1.093
3 C 0.77 -0.51 0.22  N2 1.491, O4 1.446, H9 1.200, H10 1.115
4 O 1.44 0.72 -0.12  C3 1.446, H11 0.969
5 H -1.67 -0.83 -1.47  C1 1.257
6 H -2.48 0.37 -0.15  C1 1.208
7 H -1.08 1.01 -1.20  C1 1.186
8 H -1.22 -0.85 1.22  N2 1.093
9 H 0.69 -1.06 -0.85  C3 1.200
10 H 1.02 -1.12 1.12  C3 1.115
11 H 1.68 0.92 0.80  O4 0.969

Its charge is 0. As for the HOMO energy: -8.988 eV. For the max |F|, the calculation gives 5.39 eV Å⁻¹. The energy above the lowest of the compared OMol25 structures with the same formula, charge and spin is 2.316 eV.


Below is an isolated molecule of C2H7NO at a distorted geometry, with properties calculated with the ωB97M-V functional and the def2-TZVPD basis.

Bonds (Å) are listed after each position.
Atoms and positions in Å:
1 N 1.46 -0.74 -0.05  C2 1.500, H5 1.087, H6 1.045
2 C 0.65 0.50 0.19  N1 1.500, C3 1.564, H7 1.190, H8 1.153
3 C -0.87 0.43 -0.19  C2 1.564, O4 1.423, H9 1.096, H10 1.120
4 O -1.51 -0.83 -0.04  C3 1.423, H11 0.991
5 H 1.45 -1.01 -1.11  N1 1.087
6 H 0.91 -1.51 0.38  N1 1.045
7 H 1.04 1.39 -0.49  C2 1.190
8 H 0.78 0.72 1.32  C2 1.153
9 H -0.87 0.67 -1.25  C3 1.096
10 H -1.43 1.28 0.28  C3 1.120
11 H -1.61 -0.91 0.95  O4 0.991

Its charge is 0. As for the HOMO energy: -9.490 eV. For the max |F|, the calculation gives 2.58 eV Å⁻¹. The energy above the lowest of the compared OMol25 structures with the same formula, charge and spin is 1.103 eV.


Below is a cluster of 2 separate species, C2H7NO in total at a distorted geometry, with properties calculated with the ωB97M-V functional and the def2-TZVPD basis.

Bonds (Å) are listed after each position.
Atoms and positions in Å:
1 C -2.15 -2.41 -0.50  C2 1.344, H4 1.080, H5 1.085
2 C -0.86 -2.31 -0.16  C1 1.344, O3 1.366, H6 1.082
3 O -0.06 -1.34 -0.71  C2 1.366, H7 0.962
4 H -2.95 -2.46 0.23  C1 1.080
5 H -2.43 -2.15 -1.52  C1 1.085
6 H -0.29 -2.90 0.55  C2 1.082
7 H -0.64 -0.61 -0.96  O3 0.962
8 N 2.14 3.55 0.84  H9 1.008, H10 1.005, H11 1.007
9 H 2.48 4.47 0.59  N8 1.008
10 H 2.62 3.17 1.64  N8 1.005
11 H 2.15 2.99 0.00  N8 1.007

Its charge is 0. As for the HOMO energy: -8.720 eV. For the max |F|, the calculation gives 1.41 eV Å⁻¹. The energy above the lowest of the compared OMol25 structures with the same formula, charge and spin is 1.967 eV.


Below is a cluster of 2 separate species, C2H7NO2 in total, with properties calculated with the ωB97M-V functional and the def2-TZVPD basis.

Bonds (Å) are listed after each position.
Atoms and positions in Å:
1 N -1.70 0.08 0.84  C2 1.358, H4 1.006, H5 1.009
2 C -2.23 0.13 -0.41  N1 1.358, O3 1.211, H6 1.090
3 O -2.69 1.11 -0.95  C2 1.211
4 H -1.68 0.90 1.43  N1 1.006
5 H -0.96 -0.60 0.97  N1 1.009
6 H -2.26 -0.84 -0.91  C2 1.090
7 C 1.98 0.03 -0.47  O8 1.423, H9 1.084, H10 1.096, H11 1.079
8 O 1.30 -0.82 0.44  C7 1.423, H12 0.964
9 H 1.68 -0.21 -1.49  C7 1.084
10 H 1.74 1.09 -0.33  C7 1.096
11 H 3.05 -0.11 -0.40  C7 1.079
12 H 1.77 -0.76 1.28  O8 0.964

Its charge is 0. As for the HOMO energy: -9.803 eV. For the max |F|, the calculation gives 0.74 eV Å⁻¹. The energy above the lowest of the compared OMol25 structures with the same formula, charge and spin is 1.208 eV.


Below is a cluster of 2 separate species, C2H7NO2S in total at a distorted geometry, with properties calculated with the ωB97M-V functional and the def2-TZVPD basis.

Bonds (Å) are listed after each position.
Atoms and positions in Å:
1 C 0.09 -0.98 -1.49  C2 1.434, H7 1.089, H8 1.090, H9 1.036
2 C -0.35 0.38 -1.33  C1 1.434, O5 1.215, H11 1.056
3 N -2.27 -0.13 1.62  S6 1.528, H12 1.027
4 O -0.53 -0.60 3.57  S6 1.674, H10 0.894
5 O -0.59 1.21 -2.18  C2 1.215
6 S -0.90 -0.71 1.94  N3 1.528, O4 1.674, H13 1.368
7 H 0.15 -1.48 -0.53  C1 1.089
8 H -0.59 -1.50 -2.16  C1 1.090
9 H 0.97 -1.03 -2.05  C1 1.036
10 H -0.77 -1.25 4.14  O4 0.894
11 H -0.35 0.76 -0.35  C2 1.056
12 H -3.19 -0.58 1.53  N3 1.027
13 H -0.17 0.40 1.60  S6 1.368

Its charge is 0. As for the HOMO energy: -9.148 eV. For the max |F|, the calculation gives 5.71 eV Å⁻¹. The energy above the lowest of the compared OMol25 structures with the same formula, charge and spin is 3.977 eV.


Below is an isolated molecule of C2H7NO2S at a distorted geometry, with properties calculated with the ωB97M-V functional and the def2-TZVPD basis.

Bonds (Å) are listed after each position.
Atoms and positions in Å:
1 C 0.70 0.80 0.80  C2 1.580, H7 1.052, H8 1.007, H9 1.010
2 C -0.27 -0.38 0.43  C1 1.580, N3 1.376, S6 2.009, H10 1.161
3 N -0.02 -0.91 -0.82  C2 1.376, H11 1.069, H12 1.042
4 O -2.92 -0.67 0.50  S6 1.457
5 O -2.07 0.77 -1.27  S6 1.642, H13 0.923
6 S -2.07 0.50 0.35  C2 2.009, O4 1.457, O5 1.642
7 H 1.45 0.50 1.48  C1 1.052
8 H 0.16 1.55 1.22  C1 1.007
9 H 1.14 1.14 -0.04  C1 1.010
10 H -0.62 -0.99 1.35  C2 1.161
11 H -0.85 -1.46 -1.20  N3 1.069
12 H 0.86 -1.45 -0.99  N3 1.042
13 H -2.59 0.08 -1.59  O5 0.923

Its charge is 0. As for the HOMO energy: -8.784 eV. For the max |F|, the calculation gives 4.50 eV Å⁻¹. The energy above the lowest of the compared OMol25 structures with the same formula, charge and spin is 2.487 eV.


Below is an isolated molecule of C2H7NO2S at a distorted geometry, with properties calculated with the ωB97M-V functional and the def2-TZVPD basis.

Bonds (Å) are listed after each position.
Atoms and positions in Å:
1 C -1.85 -0.47 0.01  C2 1.563, H7 1.306, H8 1.258, H9 1.260
2 C -0.62 0.49 -0.13  C1 1.563, S3 1.918, H10 1.123, H11 1.061
3 S 1.01 -0.49 0.13  C2 1.918, N4 1.711, O5 1.468, O6 1.454
4 N 2.05 0.80 -0.28  S3 1.711, H12 0.971, H13 0.995
5 O 1.41 -1.69 -0.62  S3 1.468
6 O 1.09 -0.58 1.58  S3 1.454
7 H -2.03 -1.09 -1.13  C1 1.306
8 H -2.86 0.22 0.31  C1 1.258
9 H -1.82 -1.19 1.04  C1 1.260
10 H -0.80 1.25 0.68  C2 1.123
11 H -0.66 0.84 -1.13  C2 1.061
12 H 2.35 1.31 0.49  N4 0.971
13 H 2.73 0.59 -0.97  N4 0.995

Its charge is 0. As for the HOMO energy: -10.764 eV. For the max |F|, the calculation gives 4.27 eV Å⁻¹. The energy above the lowest of the compared OMol25 structures with the same formula, charge and spin is 3.000 eV.


Below is an isolated molecule of C2H7NO2Si at a distorted geometry, with properties calculated with the ωB97M-V functional and the def2-TZVPD basis.

Bonds (Å) are listed after each position.
Atoms and positions in Å:
1 O -1.68 1.19 1.44  N2 1.225
2 N -1.52 0.00 1.69  O1 1.225, O3 1.214, C4 1.508
3 O -2.30 -0.71 2.28  N2 1.214
4 C -0.38 -0.63 0.93  N2 1.508, C5 1.809, H7 1.105, H8 1.105
5 C 0.52 0.59 -0.06  C4 1.809, Si6 2.000, H9 1.067, H10 1.128
6 Si 0.84 -0.06 -1.93  C5 2.000, H11 1.492, H12 1.501, H13 1.543
7 H 0.35 -0.60 1.75  C4 1.105
8 H -0.57 -1.59 0.40  C4 1.105
9 H 0.07 1.55 0.00  C5 1.067
10 H 1.46 0.55 0.56  C5 1.128
11 H 1.14 1.28 -2.51  Si6 1.492
12 H -0.17 -0.91 -2.64  Si6 1.501
13 H 2.25 -0.66 -1.89  Si6 1.543

Its charge is 0. As for the HOMO energy: -10.567 eV. For the max |F|, the calculation gives 4.38 eV Å⁻¹. The energy above the lowest of the compared OMol25 structures with the same formula, charge and spin is 6.704 eV.